# 1
ORCA calculation (the ωB97M-V functional and the def2-TZVPD basis) on a single C4H6N2OS molecule at a distorted geometry.

Last column: Löwdin charge in e.
Positions of all 14 atoms, in Å:
C -2.206975 1.018007 0.715947  -0.2032
N -0.791379 0.910748 0.511505  -0.3058
S -0.164048 -0.023286 -0.526987  0.7799
O -0.736916 -0.194734 -1.847328  -0.3550
C 1.559562 0.526103 -0.599128  -0.1298
C 2.376018 -0.443037 -0.219913  -0.1823
N 1.833733 -1.679598 0.178476  0.0030
C 0.597349 -1.783475 0.120136  -0.1046
H -2.374591 1.935115 1.281065  0.0703
H -2.598674 0.176926 1.298432  0.0703
H -2.750776 1.074252 -0.231991  0.0702
H 1.787795 1.519339 -0.918385  0.0909
H 3.453388 -0.399667 -0.160229  0.1097
H 0.015516 -2.636693 0.398402  0.0863

Atoms 1-3, force components in eV/Å:
C -0.5727 -0.1799 0.0289
N 1.5110 -0.9090 -0.9432
S 0.8385 0.3013 1.0148

Values from the calculation:
* spin multiplicity: 1

# 2
ORCA calculation (the ωB97M-V functional and the def2-TZVPD basis) on a molecular structure, C61H45I4IrN4OPS.

Last column: Löwdin charge in e.
Positions of all 118 atoms, in Å:
Ir -0.929964 0.065186 -0.408926  1.2621
I 1.783952 8.901357 -3.613393  0.8908
C 1.267846 7.006875 -2.915281  -0.7404
C 0.047251 6.450226 -3.273326  -0.1380
C -0.291549 5.190023 -2.805293  -0.0209
C 0.577579 4.478879 -1.982992  -0.2279
C 1.796074 5.048056 -1.636987  -0.0233
C 2.145281 6.310369 -2.098246  -0.1388
C 0.176796 3.128330 -1.482152  -0.0667
C 0.423178 2.034178 -2.298195  -0.2172
C 1.029141 2.117476 -3.604779  0.0303
C 1.060763 0.868538 -4.109242  0.0258
C 0.480015 -0.007112 -3.118000  -0.2266
C 0.268847 -1.372454 -3.290652  -0.0611
C 0.749079 -1.984386 -4.563047  -0.2113
C -0.163124 -2.464703 -5.499842  -0.0291
C 0.267274 -2.993451 -6.706661  -0.1367
C 1.625947 -3.047714 -6.985484  -0.7399
I 2.279006 -3.820570 -8.806247  0.8931
C 2.550114 -2.584928 -6.060417  -0.1383
C 2.106549 -2.053842 -4.858286  -0.0323
C -0.435980 -2.185754 -2.399189  -0.2182
N -1.043136 -1.794577 -1.243626  -0.0498
C -1.722346 -2.877329 -0.746189  -0.2163
C -2.516859 -2.888054 0.394727  -0.0733
C -3.305115 -4.116844 0.698082  -0.1909
C -2.698900 -5.347041 0.933957  -0.0335
C -3.457833 -6.479107 1.191725  -0.1332
C -4.841837 -6.388654 1.212100  -0.7399
I -5.988129 -8.088122 1.579410  0.8941
C -5.465476 -5.170004 0.985417  -0.1371
C -4.696605 -4.045139 0.731347  -0.0285
C -2.646320 -1.815550 1.285510  -0.2662
C -3.325778 -1.885209 2.550433  0.0130
C -3.203669 -0.672850 3.141314  0.0238
C -2.457110 0.163819 2.244155  -0.2304
N -2.118485 -0.564243 1.133593  -0.0640
C -2.221877 1.526395 2.429680  -0.0780
C -1.590205 2.358042 1.509685  -0.2535
C -1.377327 3.771431 1.686499  0.0164
C -0.704947 4.214329 0.600943  0.0230
C -0.479931 3.076389 -0.251685  -0.2347
N -1.021726 1.967886 0.326450  -0.0591
C -2.695320 2.135401 3.704281  -0.2069
C -2.088906 1.794703 4.909637  -0.0235
C -2.516019 2.357373 6.102964  -0.1350
C -3.561417 3.270169 6.095242  -0.7395
I -4.197919 4.130993 7.882328  0.8931
C -4.180125 3.618251 4.902967  -0.1376
C -3.742818 3.051135 3.715262  -0.0311
C -1.513789 -4.000490 -1.626425  0.0259
C -0.701550 -3.585936 -2.619878  0.0169
N 0.129885 0.727778 -2.022422  -0.0606
H -0.634278 6.995027 -3.912039  0.0962
H -1.241561 4.748112 -3.081384  0.1259
H 2.483569 4.502200 -1.001619  0.1237
H 3.096316 6.744550 -1.822166  0.0967
H 1.376175 3.028674 -4.063238  0.1226
H 1.432759 0.555831 -5.070399  0.1193
H -1.223713 -2.417540 -5.284485  0.1264
H -0.452438 -3.357292 -7.426990  0.0970
H 3.609209 -2.639444 -6.271314  0.0972
H 2.830522 -1.699004 -4.133941  0.1229
H -1.619122 -5.419333 0.932689  0.0973
H -2.970362 -7.426106 1.379222  0.0977
H -6.544184 -5.096607 1.003416  0.0968
H -5.184455 -3.094674 0.550213  0.1211
H -3.819113 -2.759540 2.940000  0.1209
H -3.597139 -0.365335 4.095800  0.1201
H -1.692653 4.343752 2.542791  0.1197
H -0.365525 5.216259 0.395789  0.1220
H -1.262422 1.092580 4.911322  0.1203
H -2.034339 2.087225 7.032706  0.0971
H -5.000115 4.323207 4.898336  0.0970
H -4.228811 3.320715 2.784571  0.1208
H -1.932124 -4.983533 -1.495640  0.1163
H -0.313271 -4.168366 -3.437833  0.1195
C 2.457320 -0.157731 -0.179348  -0.1961
P 0.943916 -0.531083 0.753866  0.9352
C 0.990738 -2.313443 1.065386  -0.3413
C 0.234012 -2.858331 2.104027  -0.1143
C 0.252209 -4.222677 2.341411  -0.0730
C 1.001629 -5.059584 1.524049  -0.0743
C 1.731932 -4.528530 0.471684  -0.0581
C 1.731209 -3.159712 0.244567  -0.0768
C 1.290320 0.262517 2.358387  -0.3130
C 1.628887 -0.457864 3.503794  -0.0726
C 1.950161 0.204896 4.680326  -0.0666
C 1.955395 1.590471 4.725137  -0.0710
C 1.663643 2.316805 3.579647  -0.0596
C 1.340132 1.657884 2.404949  -0.0939
H 3.325023 -0.598457 0.310863  0.0700
H 2.571373 0.926927 -0.202266  0.0535
H 2.374301 -0.514860 -1.205522  0.0368
H -0.358266 -2.213868 2.743860  0.1075
H -0.322372 -4.631770 3.162713  0.1176
H 1.015602 -6.126549 1.706806  0.1131
H 2.315409 -5.177827 -0.167532  0.1124
H 2.312166 -2.759747 -0.576779  0.1018
H 1.652293 -1.537411 3.489281  0.0940
H 2.206692 -0.368191 5.561611  0.1107
H 2.206721 2.102661 5.644752  0.1111
H 1.691688 3.398627 3.595670  0.1131
H 1.153746 2.237510 1.511133  0.0900
O -2.649427 0.636615 -1.666993  -0.6162
S -4.035903 0.109547 -1.267170  1.0126
C -4.793658 1.450464 -0.317846  -0.2985
C -5.368995 2.423884 -1.337844  -0.2182
C -6.041055 1.543754 -2.388668  -0.2185
C -5.024642 0.460806 -2.751033  -0.2866
H -4.003811 1.847102 0.320385  0.0761
H -5.567173 0.999045 0.308192  0.1065
H -4.560933 3.004520 -1.787949  0.1198
H -6.066043 3.120455 -0.873521  0.1211
H -6.337192 2.102726 -3.275379  0.1209
H -6.941660 1.089201 -1.970759  0.1178
H -4.282479 0.810717 -3.469620  0.1009
H -5.463364 -0.468061 -3.109529  0.0926

Atoms 1-3, force components in eV/Å:
Ir 0.2258 -0.0013 0.1591
I 0.0015 0.0017 0.0014
C -0.0240 0.0017 -0.0082

Values from the calculation:
* total charge: +1
* spin multiplicity: 1

Respective total energy values: -738.81548; -4680.42573 Eh.
Respective ΔE to the lowest compared entry with this formula, charge and spin values: 5.148; 0.000 eV.
Respective lowest unoccupied orbital energy values: -0.41; -3.53 eV.